The following is a DFT calculation (ωB97M-V/def2-TZVPD) of 6 unconnected molecules or ions with the total composition C51H99BCl2IN3O5.

XYZ file:
```
162
Properties=species:S:1:pos:R:3:forces:R:3:mulliken_charge:R:1
C -0.7182 0.1928 0.7510 -0.063 0.046 -0.197 -0.5060
C -1.7690 -0.8930 0.6800 -0.072 0.135 -0.292 -0.8885
O -3.0550 -0.3320 0.4608 0.007 0.330 -0.091 0.3071
C -3.9536 -1.2125 -0.1900 0.224 0.069 0.332 -0.0743
C -5.3662 -0.8159 0.1522 -0.131 -0.139 0.048 -0.6991
O -5.9916 0.1920 -0.6487 0.121 -0.084 0.002 -0.4830
C -5.4392 1.4440 -0.5565 -0.072 -0.523 0.181 0.3965
C -5.7686 2.2621 0.4855 0.178 -0.031 0.092 2.2265
C -6.7829 1.7747 1.4715 -0.637 -0.049 0.094 -1.1264
C -8.2566 1.7974 0.9667 0.154 0.101 -0.118 -1.3511
C -8.4309 2.1747 -0.4879 -0.373 -0.091 0.077 -0.9870
I -10.5059 2.4732 -0.9300 -0.037 0.004 -0.030 0.0192
C -5.1523 3.5386 0.5825 0.005 0.021 0.145 -1.1761
C -5.4309 4.4483 1.7448 -0.504 -0.027 0.028 -0.9199
Cl -4.8083 3.7133 3.2606 0.222 0.003 0.208 -0.1981
C -6.9051 4.8682 1.8739 0.119 0.104 -0.398 0.0902
C -7.0827 6.3480 1.5638 -0.168 -0.174 0.009 -1.5661
C -4.2925 3.9398 -0.4014 0.130 0.224 -0.074 1.3698
Cl -3.5222 5.4891 -0.3558 0.168 0.305 0.074 -0.4188
C -4.0070 3.1359 -1.5206 0.056 0.042 -0.213 -0.3652
N -3.2110 3.5950 -2.5232 -0.128 0.204 0.104 -0.1622
C -3.0352 2.8236 -3.5530 0.111 0.023 0.158 0.6117
C -2.2406 3.3417 -4.7078 -0.276 0.440 0.053 -0.6283
C -1.5641 4.6733 -4.4444 0.253 -0.196 -0.131 -0.7429
C -2.5760 5.7771 -4.3874 -0.135 -0.052 0.186 0.4770
O -3.3927 5.9468 -5.2425 -0.235 0.080 -0.190 -0.5479
O -2.4726 6.5852 -3.2987 0.030 0.353 0.020 -0.4812
C -3.6020 1.5154 -3.6190 0.091 -0.179 -0.176 -0.5590
B -3.4112 0.5316 -4.8491 0.033 -0.073 -0.321 0.3951
N -3.8726 0.8168 -6.2000 -0.371 0.060 0.489 -0.5851
O -2.8024 -0.6579 -4.5870 -0.168 -0.062 0.685 -0.4883
N -4.3463 1.0581 -2.6519 -0.145 -0.284 0.245 -0.5551
C -4.5853 1.8690 -1.5887 0.137 -0.057 -0.352 0.1241
H 0.2071 -0.1530 0.3032 0.242 -0.080 0.038 0.2179
H -1.0389 1.0630 0.1900 -0.132 0.162 -0.150 0.2183
H -0.5249 0.4976 1.7681 0.040 0.159 0.024 -0.1651
H -1.5324 -1.5673 -0.1411 0.008 -0.228 -0.118 0.5301
H -1.7824 -1.4568 1.6128 -0.019 -0.324 0.084 0.3160
H -3.7667 -1.2434 -1.2606 -0.030 0.104 -0.296 0.2292
H -3.8040 -2.2213 0.2017 -0.058 -0.225 0.076 -0.0082
H -5.3592 -0.5246 1.1995 0.052 0.104 0.172 -0.0713
H -6.0071 -1.6846 0.0713 -0.223 -0.133 -0.213 0.5211
H -6.7437 2.3449 2.3828 0.110 0.190 0.226 0.6100
H -6.5687 0.7587 1.7672 0.184 -0.151 0.014 0.3230
H -8.8314 2.4791 1.5817 -0.106 0.182 0.148 0.5114
H -8.7002 0.8187 1.0977 -0.103 -0.233 0.126 0.5399
H -7.9527 3.1007 -0.7675 0.149 0.183 -0.063 0.3854
H -8.1226 1.3715 -1.1370 0.184 -0.060 -0.257 0.4581
H -4.8660 5.3540 1.6230 0.345 0.112 0.084 0.7301
H -7.3054 4.6166 2.8475 0.019 -0.066 0.231 0.5201
H -7.4716 4.3283 1.1259 -0.303 -0.286 0.030 -0.2221
H -7.0363 6.5088 0.4926 0.178 0.141 -0.220 0.3399
H -8.0606 6.6853 1.8861 -0.167 0.135 0.108 0.4318
H -6.3206 6.9497 2.0432 0.099 0.214 0.159 0.3756
H -1.5146 2.6170 -5.0404 0.241 -0.406 -0.124 0.4642
H -2.9606 3.5018 -5.5072 0.022 -0.090 -0.373 0.3480
H -0.9153 4.8820 -5.2905 0.189 0.104 -0.104 0.4266
H -0.9719 4.6580 -3.5401 0.117 -0.013 0.177 0.3476
H -3.0725 6.2571 -2.6146 0.017 -0.051 0.168 0.2700
H -3.1738 1.2323 -6.7999 0.030 -0.311 -0.281 0.2625
H -4.7015 1.3947 -6.2249 0.086 0.302 -0.109 0.2672
H -3.2453 -1.3853 -5.0319 0.379 -0.051 -0.558 0.2758
C -2.5896 -5.5256 -1.4222 -0.017 -0.095 0.020 -0.9542
C -2.9867 -6.2896 -0.1615 -0.032 0.094 -0.059 -0.4640
C -2.6587 -5.5407 1.1285 -0.002 -0.038 0.039 -0.4910
C -1.1720 -5.2586 1.3476 0.001 0.095 -0.019 -0.3244
C -0.2730 -6.4928 1.3694 -0.011 -0.020 0.088 -0.5420
C -0.6021 -7.4647 2.4991 0.033 -0.010 -0.087 -1.2325
H -1.5131 -5.3567 -1.4714 0.008 0.016 0.003 0.2799
H -2.8742 -6.0786 -2.3182 -0.005 0.019 -0.014 0.3892
H -3.0853 -4.5524 -1.4595 0.023 0.021 0.008 0.0860
H -2.5065 -7.2716 -0.1603 0.007 -0.003 0.018 0.2800
H -4.0628 -6.4788 -0.1866 -0.003 -0.031 -0.001 0.3693
H -3.0539 -6.1036 1.9784 0.005 0.000 0.005 0.3571
H -3.1955 -4.5857 1.1274 -0.004 0.003 -0.004 0.0413
H -1.0592 -4.7236 2.2961 0.016 0.002 0.007 0.3711
H -0.8160 -4.5724 0.5734 0.003 0.001 0.002 0.1830
H 0.7630 -6.1624 1.4780 0.012 -0.005 -0.030 0.3750
H -0.3266 -7.0149 0.4102 0.001 0.014 -0.017 0.2729
H -0.5243 -6.9719 3.4703 -0.030 0.007 0.012 0.2964
H 0.0871 -8.3097 2.4982 0.002 -0.008 0.019 0.3846
H -1.6116 -7.8672 2.4052 -0.013 0.005 0.012 0.2882
C 0.1269 1.3384 7.4613 -0.085 -0.037 0.021 -1.2200
C -0.6426 0.1307 6.9338 0.091 0.007 0.032 -0.5577
C -0.3224 -0.2075 5.4791 -0.019 -0.017 -0.010 -0.8687
C -0.6712 0.8912 4.4741 0.010 0.031 0.115 0.4520
C -2.1359 1.3262 4.4784 -0.025 -0.066 -0.114 -0.2543
C -3.1064 0.2074 4.1085 0.002 0.036 0.059 -0.8239
H -0.1199 2.2469 6.9105 0.011 0.008 -0.012 0.2960
H -0.1065 1.5200 8.5111 0.015 0.009 0.009 0.3893
H 1.2040 1.1776 7.3823 0.014 0.017 -0.028 0.2902
H -1.7161 0.2998 7.0531 -0.010 -0.011 -0.016 0.2555
H -0.4026 -0.7391 7.5506 -0.025 -0.008 0.015 0.4167
H -0.8417 -1.1308 5.2070 -0.009 0.003 -0.014 0.2643
H 0.7464 -0.4292 5.3941 0.013 -0.001 0.008 0.4786
H -0.4082 0.5370 3.4747 0.010 0.004 0.223 -0.8504
H -0.0410 1.7665 4.6555 0.015 -0.003 0.004 0.3996
H -2.2608 2.1433 3.7639 0.015 0.030 0.016 0.2637
H -2.4015 1.7345 5.4576 0.010 0.022 -0.001 0.4430
H -2.8827 -0.1886 3.1152 -0.031 0.014 0.026 -0.0943
H -4.1331 0.5780 4.0921 -0.006 -0.004 -0.026 0.3651
H -3.0663 -0.6172 4.8229 0.004 -0.009 -0.001 0.3970
C 3.0577 -0.1850 2.2723 0.087 -0.071 0.227 -0.7687
C 3.7400 1.1745 2.1687 -0.177 -0.032 0.034 -0.3502
C 3.6152 1.7577 0.7661 0.076 0.077 -0.022 -0.9996
C 4.2792 0.8998 -0.3100 -0.102 0.037 -0.135 -0.3356
C 5.7683 0.6454 -0.0983 0.087 0.030 -0.078 0.3745
C 6.6155 1.9143 -0.1116 0.017 -0.082 0.059 -1.3871
H 3.5144 -0.9187 1.6060 -0.005 -0.002 0.020 0.3210
H 3.1194 -0.5855 3.2854 -0.006 -0.002 0.014 0.3780
H 2.0006 -0.1068 2.0121 -0.018 0.002 -0.031 -0.0745
H 4.7909 1.0917 2.4605 -0.008 -0.002 -0.027 0.0760
H 3.2815 1.8644 2.8815 -0.003 -0.003 0.022 0.4449
H 4.0318 2.7685 0.7470 0.030 -0.018 -0.008 0.4269
H 2.5530 1.8688 0.5233 0.004 -0.016 0.003 0.3278
H 4.1334 1.3884 -1.2792 0.036 -0.006 -0.014 0.2653
H 3.7619 -0.0620 -0.3805 0.001 0.041 -0.027 0.2675
H 6.1211 -0.0199 -0.8916 0.003 -0.037 0.026 0.4756
H 5.9279 0.1098 0.8426 -0.008 -0.021 -0.020 -0.4404
H 6.4985 2.4503 -1.0558 -0.021 0.026 0.006 0.3249
H 7.6734 1.6748 0.0069 0.010 0.011 -0.008 0.4005
H 6.3415 2.5920 0.6981 -0.010 0.018 -0.005 0.3074
C 10.6634 -3.7159 0.6912 -0.083 -0.042 0.022 -1.2392
C 9.2270 -3.2063 0.6137 0.080 0.004 -0.032 -0.5010
C 9.1013 -1.7018 0.8438 -0.061 0.065 -0.033 0.0500
C 9.5557 -1.2136 2.2194 0.048 -0.034 0.004 -0.7690
C 8.8269 -1.8596 3.3960 -0.078 0.095 0.017 -0.5140
C 7.3251 -1.5825 3.4022 0.053 -0.073 0.033 -1.0561
H 11.0964 -3.5555 1.6794 0.013 0.014 0.003 0.2831
H 10.7084 -4.7859 0.4852 0.018 -0.005 -0.007 0.3837
H 11.2954 -3.2089 -0.0406 0.019 0.025 0.015 0.2960
H 8.6060 -3.7505 1.3306 -0.016 0.010 0.003 0.2623
H 8.8225 -3.4380 -0.3748 -0.027 -0.016 0.005 0.3963
H 8.0615 -1.4026 0.6821 0.004 0.001 -0.018 -0.2889
H 9.6857 -1.1789 0.0799 0.000 -0.002 -0.012 0.4422
H 9.4121 -0.1293 2.2672 -0.011 0.007 0.007 0.3743
H 10.6311 -1.3768 2.3308 0.000 -0.012 -0.004 0.3357
H 9.2610 -1.4782 4.3236 0.009 -0.024 0.014 0.3672
H 9.0003 -2.9389 3.4009 0.018 -0.005 -0.008 0.2641
H 7.1288 -0.5080 3.4281 -0.009 0.012 -0.031 0.2382
H 6.8497 -2.0290 4.2764 -0.018 0.013 0.006 0.4564
H 6.8342 -1.9938 2.5184 -0.007 0.012 -0.010 0.2189
C 4.5963 -1.4784 -7.5152 -0.064 -0.064 0.038 -1.2200
C 3.1357 -1.2794 -7.1209 0.055 0.030 -0.071 -0.3773
C 2.8089 0.1527 -6.7020 -0.086 0.013 0.031 -0.6122
C 3.5692 0.6526 -5.4724 0.002 0.005 -0.014 -0.8341
C 3.3810 -0.1942 -4.2152 -0.007 0.089 0.051 0.1531
C 1.9392 -0.2472 -3.7262 0.022 -0.126 -0.005 -1.2353
H 5.2712 -1.2785 -6.6819 0.010 0.015 0.001 0.2869
H 4.7743 -2.5039 -7.8402 0.019 -0.006 -0.016 0.3814
H 4.8705 -0.8156 -8.3382 0.019 0.029 0.009 0.2970
H 2.8742 -1.9756 -6.3192 -0.015 0.013 0.008 0.2375
H 2.5005 -1.5435 -7.9701 -0.017 -0.023 0.008 0.4080
H 1.7311 0.2322 -6.5236 0.046 0.000 0.012 0.1637
H 3.0225 0.8248 -7.5386 0.011 -0.005 -0.024 0.4079
H 3.2485 1.6782 -5.2604 0.001 -0.011 0.019 0.3838
H 4.6360 0.7162 -5.7012 0.009 -0.007 -0.021 0.3398
H 4.0021 0.2267 -3.4204 0.052 -0.041 -0.001 -0.1138
H 3.7470 -1.2100 -4.3848 0.034 -0.002 -0.015 0.3001
H 1.5679 0.7571 -3.5139 -0.063 0.027 -0.023 0.2778
H 1.8638 -0.8312 -2.8078 -0.024 0.015 0.026 0.3505
H 1.2793 -0.7132 -4.4612 -0.017 0.057 0.025 0.4025
```
Positions in Å, forces in eV/Å.

LUMO level	-0.5	eV
total charge	0
energy above the lowest of the compared OMol25 structures with the same formula, charge and spin	0.000	eV
highest occupied orbital energy	-8.91	eV
orbital gap	8.395	eV

---

The following is a DFT calculation (ωB97M-V/def2-TZVPD) of 2 unconnected molecules or ions with the total composition CH2N2O.

XYZ file:
```
6
Properties=species:S:1:pos:R:3:forces:R:3:mulliken_charge:R:1
C -0.5413 0.0785 0.7492 -0.023 -0.231 2.127 -0.0464
N -1.1640 0.4657 -0.2318 -0.711 0.433 0.265 -0.4327
N 0.7400 0.2693 -1.8666 1.775 -2.968 2.823 0.1733
O 1.2822 -0.5103 -1.1582 -1.305 2.701 -3.166 -0.1898
H -0.7466 0.0597 1.8887 -0.630 0.397 -1.718 0.2444
H 0.4297 -0.3630 0.6186 0.894 -0.331 -0.331 0.2512
```
Positions in Å, forces in eV/Å.

LUMO level (alpha / beta)	-0.2 / -0.8	eV
total charge	0
energy above the lowest of the compared OMol25 structures with the same formula, charge and spin	4.870	eV
highest occupied orbital energy (alpha / beta)	-9.60 / -9.09	eV
orbital gap (alpha / beta)	9.375 / 8.324	eV

---

The following is a DFT calculation (ωB97M-V/def2-TZVPD) of a single C7H9ClN2S2 molecule.

XYZ file:
```
21
Properties=species:S:1:pos:R:3:forces:R:3:mulliken_charge:R:1
C 0.7208 -0.0693 1.6918 0.385 -0.041 0.147 -0.2177
C 1.9955 0.3089 1.6503 -0.068 -0.066 0.190 -0.6674
C 0.9594 -1.4803 -0.2892 -0.272 0.093 0.048 -0.3544
C 0.1353 -0.8683 0.6133 1.326 -0.334 0.031 0.6911
C 2.4374 -1.3530 -0.1767 0.093 0.155 0.015 -0.8322
C 2.8675 -0.0576 0.5007 0.044 -0.025 -0.214 -0.1545
C -3.9715 1.2144 -1.2978 0.202 -0.546 0.523 -0.8780
N -2.6626 1.5132 1.1230 0.016 -0.036 0.227 -0.3649
N -1.1950 -0.8413 0.5994 -1.512 0.410 -0.675 -0.2506
S -2.2783 -1.3365 -0.4144 1.018 -1.171 -0.323 -0.1066
S -3.6426 0.6342 0.4636 -0.861 1.493 0.093 0.2259
Cl 2.7575 1.3052 -0.7038 0.105 0.039 -0.078 -0.2049
H 0.0457 0.2439 2.4715 -0.052 0.095 0.107 0.4080
H 2.4137 0.9613 2.4008 -0.006 0.077 0.101 0.3799
H 0.5527 -2.0822 -1.0876 -0.154 -0.038 -0.069 0.3442
H 2.8159 -2.1886 0.4279 -0.003 -0.038 0.005 0.2742
H 2.9007 -1.4317 -1.1627 0.026 -0.032 0.109 0.3539
H 3.9216 -0.0915 0.7785 -0.165 -0.045 -0.045 0.4312
H -4.6500 2.0586 -1.2472 -0.086 0.061 0.114 0.2921
H -4.4266 0.3806 -1.8199 -0.158 -0.081 -0.291 0.3355
H -3.0324 1.5048 -1.7548 0.121 0.029 -0.015 0.2953
```
Positions in Å, forces in eV/Å.

LUMO level (alpha / beta)	-1.8 / -2.2	eV
total charge	0
energy above the lowest of the compared OMol25 structures with the same formula, charge and spin	4.885	eV
highest occupied orbital energy (alpha / beta)	-7.85 / -7.56	eV
orbital gap (alpha / beta)	6.007 / 5.362	eV

---

The following is a DFT calculation (ωB97M-V/def2-TZVPD) of 3 unconnected molecules or ions with the total composition C5H16NO.

XYZ file:
```
23
Properties=species:S:1:pos:R:3:forces:R:3:mulliken_charge:R:1
C -0.8825 -0.1552 -1.7542 0.257 1.926 0.283 -1.1366
C -1.2972 -0.5927 -0.3283 -0.755 0.430 -0.370 -0.2076
C -0.6718 0.1452 0.7619 -2.234 -4.487 2.931 0.1457
C 0.1435 -0.7535 1.6498 3.255 1.168 -0.464 -0.8461
C -0.5654 -1.8437 2.4639 -2.273 0.367 -0.096 -1.1980
N 1.1072 2.3218 -2.4506 -0.993 -0.383 0.744 -0.6253
H 0.1514 -0.3920 -2.0264 -0.329 -0.243 0.283 0.3235
H -1.5890 -0.4521 -2.5069 -0.245 -0.371 -0.105 0.3989
H -1.0901 -1.6165 -0.1954 0.915 -1.312 0.144 0.2931
H -2.4159 -0.5825 -0.2238 0.652 1.035 -0.130 0.3980
H -1.1865 0.9176 1.3508 0.633 0.981 -1.110 0.3367
H 1.1790 0.7231 0.0326 1.656 0.112 0.104 0.3442
H 0.7515 -0.2046 2.3677 -0.505 0.644 0.289 0.5988
H 0.9747 -1.2497 1.1168 -0.720 -0.109 -0.627 0.4543
H 0.0965 -2.2454 3.2218 0.252 0.139 -0.085 0.3918
H -1.4152 -1.3309 2.9637 0.357 -0.747 -0.004 0.3266
H -0.9537 -2.6582 1.8338 0.157 0.353 0.214 0.3588
H -0.9160 0.9378 -1.6537 0.033 -0.217 -0.895 0.2839
H 2.0624 2.0487 -2.2925 0.276 0.367 -0.504 0.2068
H 0.9014 3.0190 -3.1446 0.668 0.025 -0.403 0.2098
H 2.7082 0.5543 0.5781 -0.532 0.084 0.264 0.3233
H 0.7714 2.7078 -1.5809 0.094 0.152 0.171 0.2039
O 2.1361 0.7016 -0.1837 -0.619 0.085 -0.634 -0.5843
```
Positions in Å, forces in eV/Å.

LUMO level	-7.8	eV
total charge	+1
energy above the lowest of the compared OMol25 structures with the same formula, charge and spin	4.805	eV
highest occupied orbital energy	-12.89	eV
orbital gap	5.091	eV